Formula: C81H202N14O
Source: the OMol25 dataset
Level of theory: ωB97M-V/def2-TZVPD

Cartesian coordinates (Å):
C: -6.346 -5.991 1.715
H: -5.982 -5.006 1.426
N: -3.920 -6.710 2.386
H: 2.908 2.041 1.849
C: -3.798 -7.844 1.457
H: -9.450 0.577 0.544
H: -5.546 6.525 2.393
H: -0.168 5.989 -3.011
H: -3.335 -1.080 -5.475
C: 0.859 -6.115 6.539
H: -0.582 0.814 -1.493
N: -6.614 -0.068 -1.131
C: 0.235 7.375 -0.257
H: -9.520 -0.264 -1.096
C: -2.970 8.650 -1.244
C: 2.091 4.836 4.327
H: -2.639 7.688 -3.011
H: -2.329 2.262 -6.182
H: -2.337 5.933 -4.238
H: 0.546 -7.538 8.239
N: 0.152 -5.613 5.339
C: -2.075 -3.347 6.877
C: 3.635 -3.776 -8.978
H: 3.054 -3.594 -9.882
C: -1.124 6.661 -0.252
H: 7.910 7.278 1.972
H: -5.511 1.975 1.412
H: -0.892 5.654 0.094
C: 2.947 -4.525 -0.973
H: -5.507 3.525 3.325
H: -1.594 3.295 -8.132
H: 1.327 -6.546 0.978
H: -0.948 -7.177 7.361
C: -0.258 -6.567 -0.901
H: -1.692 1.524 1.238
H: -4.589 -0.978 -9.493
H: 1.741 -5.123 4.038
C: -3.266 -1.240 6.446
C: -2.021 7.878 -2.133
H: 6.748 6.025 2.088
C: 2.264 -6.203 0.541
H: -2.783 -1.144 4.401
H: 6.499 8.718 -1.127
H: 3.688 -4.852 -8.813
C: 4.379 -1.591 2.193
H: 1.671 -5.626 -5.621
H: 0.507 4.112 6.532
H: -1.143 -3.016 7.336
H: -4.664 5.639 0.575
H: 4.448 -0.590 1.767
H: 2.885 -7.855 -0.831
H: -4.409 5.826 3.505
N: -2.593 0.315 -6.789
H: 0.684 -2.978 5.772
C: 2.958 0.163 -3.131
H: -2.010 1.831 -1.308
H: -2.040 0.237 -0.623
N: 0.101 0.430 1.067
C: -8.951 -0.056 -0.189
H: 0.023 -7.488 -0.390
H: -7.405 -5.961 1.970
H: 7.013 8.313 -3.175
H: 2.128 -3.345 -2.662
C: 0.422 -7.678 3.786
H: -1.579 -0.862 1.305
C: -6.861 -0.342 -2.534
H: 7.203 5.107 0.012
H: -0.051 1.672 7.016
H: 3.839 3.788 5.237
H: -5.291 3.249 -1.417
C: 0.887 -4.647 4.519
H: -0.483 -1.631 -6.545
H: -3.296 9.591 -1.688
H: 9.434 -1.753 2.712
H: 3.824 -0.113 4.693
H: -3.824 -9.992 1.654
C: 4.665 1.337 -1.885
H: -0.687 4.735 -1.861
H: -4.397 0.592 -8.860
H: 4.188 4.806 3.965
H: 0.093 1.308 5.234
N: -4.510 3.917 1.528
H: 8.748 5.639 -0.057
H: -0.250 -8.454 3.420
H: -4.503 -2.611 -0.072
H: -6.285 0.612 -4.335
C: -4.279 -0.457 -8.588
C: 1.124 1.030 1.912
H: 2.014 -1.447 -5.985
H: 0.159 8.402 -0.616
H: -6.506 3.949 2.086
H: 3.428 -1.619 2.725
H: 1.986 5.496 5.188
C: -1.023 5.561 -2.488
C: 5.027 7.105 -0.850
H: -0.965 -6.946 -1.639
H: -2.435 -3.669 2.249
H: -1.001 1.790 -8.438
H: -2.105 0.946 -3.944
C: -4.527 2.418 1.564
C: -3.096 -4.414 2.692
H: 1.845 -6.464 6.231
H: 8.632 8.788 -2.502
N: 1.788 -3.106 -7.432
H: -5.085 -0.581 -7.865
C: -5.418 5.712 3.107
H: -2.427 -4.224 7.419
C: -4.190 -9.101 2.165
C: 1.539 -2.419 -6.123
H: -1.878 -3.455 5.810
H: 4.605 -1.088 -2.986
H: -7.269 1.177 0.343
H: 1.306 -4.694 -8.598
H: 1.456 0.306 2.657
H: 3.155 -8.241 0.794
H: 4.288 1.032 -0.909
H: -2.834 -1.597 -7.587
H: -0.757 -0.689 2.781
H: -7.915 1.574 -1.196
H: -0.513 -3.181 -5.771
H: -5.254 -9.140 2.398
H: -3.545 4.474 -0.257
H: 3.015 -2.378 -1.476
H: 4.290 1.497 5.143
C: -0.457 -6.633 4.382
C: 5.929 0.247 4.457
H: 8.121 -2.846 2.454
C: 8.032 7.997 -2.953
H: 1.722 -6.567 -7.092
H: 4.786 3.534 -1.449
C: -0.577 -0.705 1.706
H: 0.285 -4.193 3.732
C: -0.088 2.063 5.999
H: 0.591 3.548 -3.048
H: -3.894 8.075 -1.180
H: 1.474 -2.843 -1.154
C: -0.845 1.497 0.553
H: 0.954 6.929 -0.945
H: 4.171 7.746 -0.637
H: -0.906 3.397 4.091
C: -5.617 4.063 -0.769
H: -0.903 -5.989 -0.239
H: 8.920 6.453 -1.928
C: 7.756 6.228 1.724
H: 0.112 -4.485 -7.451
C: 0.869 3.317 5.880
O: -4.105 -0.456 6.887
C: -6.639 0.889 -3.342
C: -2.337 -0.737 5.308
C: 5.488 -1.846 3.206
H: -1.273 4.656 2.047
H: 3.360 3.266 3.634
H: -7.849 -0.751 -2.746
C: 0.029 -2.235 -5.796
H: -4.273 -7.689 0.489
H: 4.195 -7.039 -0.210
H: 0.676 -4.956 -2.134
H: -0.394 2.486 0.641
H: 0.973 -5.308 7.264
C: 2.363 2.371 -2.426
H: 3.653 -5.035 -1.629
H: 1.620 3.361 -4.331
H: 5.429 0.603 -2.142
H: -3.348 0.892 2.574
H: -2.466 0.343 5.380
H: 4.361 -2.305 1.370
C: 6.271 7.903 -0.439
H: -3.881 2.172 0.721
H: -3.515 1.816 -4.381
N: 7.556 7.172 -0.580
H: -2.615 -4.684 3.632
N: 6.328 -0.690 3.380
H: -5.807 -7.409 3.119
H: 0.705 1.896 2.426
C: -0.289 4.747 2.506
H: 3.473 -1.964 -7.930
C: -5.352 -6.483 2.769
H: 1.943 -2.778 4.691
H: 6.084 -2.711 2.918
H: -0.713 5.033 4.563
H: 2.091 5.382 3.384
C: -3.778 1.878 2.750
H: 0.466 4.188 1.952
H: -2.744 -7.940 1.198
H: -2.581 8.849 -0.246
H: 2.232 -3.891 6.103
C: -3.142 -5.627 1.795
H: 5.074 -2.182 4.157
C: 0.342 -2.000 1.415
H: 4.917 6.155 -0.327
H: -5.350 -5.747 3.573
H: -1.100 2.467 6.010
H: -6.143 4.826 -1.343
H: -5.921 1.630 -2.990
H: -3.847 -2.537 7.758
H: -2.958 4.865 -2.997
C: 7.767 6.011 0.239
H: 6.272 2.636 -1.252
H: -2.643 2.339 -9.190
C: 7.725 -0.987 3.534
C: -3.469 -0.022 -5.702
H: 1.248 -1.746 0.866
C: 7.902 6.835 -2.009
N: 3.510 1.508 -2.911
H: 2.085 2.269 0.342
H: -6.994 -2.158 -0.473
C: -6.287 -1.336 -0.355
H: 0.661 2.003 -3.793
C: 1.199 -4.495 -7.532
H: -4.051 -3.911 2.843
C: -5.547 4.247 2.510
H: -6.322 -1.194 -2.947
C: 2.295 1.524 1.110
H: 3.461 -1.698 -4.170
H: 0.254 -8.259 6.730
H: 1.120 -8.169 4.463
H: 0.614 7.389 0.765
H: -4.521 0.008 -5.985
H: -2.090 -0.622 -8.662
H: -0.891 -6.124 3.521
H: -6.086 5.881 3.951
H: 3.540 -4.251 -0.101
H: -1.161 8.390 -2.564
C: 0.907 -5.846 -1.548
C: -7.666 0.722 -0.564
H: -8.662 -0.963 0.343
H: -4.161 -0.958 -0.305
H: 4.501 -0.190 -4.538
H: -3.737 2.086 -7.098
H: -3.594 -5.322 0.851
C: -1.386 1.089 -0.809
H: -0.176 -2.734 0.797
N: -1.732 6.535 -1.592
C: 3.216 -7.400 0.103
H: -6.408 3.542 -0.229
C: 8.386 -1.789 2.415
H: 6.191 8.273 0.583
H: 2.001 -3.019 -5.339
H: 3.754 -3.195 -6.833
H: -7.557 1.425 -3.586
C: 1.905 -5.573 -6.684
N: 1.051 3.787 4.444
C: -4.830 -1.746 -0.650
H: -2.992 2.529 3.133
C: 0.128 -7.314 7.258
H: 1.875 3.072 6.220
H: 7.906 -1.586 4.427
H: 2.797 0.684 0.629
H: -0.219 -1.727 -4.864
C: -4.521 4.625 0.204
C: 2.378 -3.253 -1.605
H: 4.163 1.107 3.420
H: -4.415 1.791 3.630
H: 6.639 1.069 4.361
H: 2.711 3.285 -1.944
C: 3.958 -0.796 -3.813
H: 2.036 0.295 -3.696
H: 6.230 -0.072 5.455
H: 8.338 -1.231 1.480
H: 0.675 -2.494 2.328
H: -2.109 -5.894 1.575
H: 8.311 -0.068 3.560
H: 8.497 7.781 -3.915
C: -2.051 5.160 -3.524
H: 1.992 1.862 -1.536
C: 3.402 4.128 4.299
C: 1.296 2.817 -3.444
N: -3.174 -2.392 7.019
H: -4.675 -2.040 -1.688
C: 1.524 -3.533 5.356
H: 2.756 -0.240 -2.138
H: -6.409 -1.099 0.702
H: 4.891 6.788 -1.884
C: 5.365 2.704 -1.853
C: -2.701 1.748 -7.068
H: -6.307 -6.624 0.828
H: 2.966 -5.327 -6.712
H: 1.579 -6.448 -2.160
H: -1.848 6.975 0.500
C: 3.205 -3.006 -7.756
H: 7.238 6.040 -2.348
C: -3.114 0.804 -4.332
H: -3.709 -9.154 3.141
C: -1.964 2.291 -8.339
H: 5.650 2.996 -2.864
H: -1.277 -0.977 5.384
C: 4.458 0.722 4.396
H: -1.217 -7.232 4.882
H: -1.669 4.307 -4.085
H: 8.499 5.571 2.176
C: -2.870 -0.554 -7.904
H: -3.684 0.395 -3.498
H: 0.061 5.764 2.324
H: 4.680 -3.575 -9.212
H: 2.615 -5.568 1.355
C: -0.250 4.256 3.953
N: 1.771 -5.304 -0.503
H: 1.043 -7.417 2.929

The max |F| comes out at 3.805 eV Å⁻¹. The value obtained for the energy is -4048.7583 Eh. As for the total charge: 0.

Mulliken population analysis, charges in e, atoms 1 to 6:
1. C -0.728
2. H 0.002
3. N 0.343
4. H -0.145
5. C -0.165
6. H 0.483